1.
Below is a structure of composition C22H42LuNP3S2, with properties calculated with ωB97M-V with the def2-TZVPD basis set.

Results
* E: -108118.335 eV
* total charge: +3
* HOMO: -17.240 eV
* maximum force: 3.023 eV/Å
* LUMO energy: -9.7331 eV
* gap between HOMO and LUMO: 7.5 eV

Element x y z (Å)
1 Lu 0.157 -0.172 0.183
2 P 1.718 -0.387 2.237
3 P -0.608 2.389 1.209
4 P 0.525 -2.862 -0.678
5 H -0.800 3.119 -2.381
6 C -1.123 2.207 -2.898
7 C -1.855 1.276 -2.234
8 H -2.350 1.518 -1.286
9 C 3.441 0.193 2.223
10 C 1.022 0.293 3.781
11 C 1.778 -2.164 2.637
12 C -1.749 3.552 0.357
13 C -1.499 2.367 2.830
14 C 0.801 3.530 1.603
15 C -0.231 -3.324 -2.283
16 C -0.318 -4.053 0.435
17 C 2.179 -3.591 -0.985
18 H -0.634 1.982 -3.833
19 H -1.906 0.238 -2.569
20 H 3.886 -0.097 3.185
21 H 3.467 1.286 2.095
22 H 3.980 -0.277 1.386
23 H 1.676 -0.027 4.598
24 H 0.013 -0.110 3.928
25 H 0.964 1.385 3.738
26 H 2.392 -2.269 3.540
27 H 2.206 -2.748 1.811
28 H 0.760 -2.525 2.833
29 H -1.593 4.571 0.730
30 H -2.786 3.257 0.548
31 H -1.595 3.523 -0.726
32 H -1.247 3.266 3.407
33 H -1.233 1.481 3.421
34 H -2.585 2.335 2.660
35 H 0.411 4.490 1.989
36 H 1.379 3.722 0.686
37 H 1.480 3.082 2.347
38 H 0.334 -4.169 -2.716
39 H -0.188 -2.479 -2.980
40 H -1.269 -3.642 -2.105
41 H -0.163 -5.070 0.081
42 H -1.396 -3.829 0.435
43 H 0.065 -3.948 1.458
44 H 2.010 -4.496 -1.599
45 H 2.642 -3.865 -0.015
46 H 2.856 -2.908 -1.525
47 C 2.303 -0.026 -3.336
48 C 3.686 -0.284 -3.490
49 C 4.271 -0.224 -4.757
50 C 3.495 0.122 -5.876
51 C 2.123 0.327 -5.743
52 C 1.511 0.241 -4.477
53 S 1.574 -0.173 -1.771
54 H 1.309 1.065 -0.877
55 H 4.251 -0.595 -2.611
56 H 5.329 -0.460 -4.883
57 H 3.954 0.180 -6.859
58 H 1.490 0.541 -6.614
59 H 0.444 0.348 -4.368
60 S -2.118 -1.445 0.647
61 C -3.209 -0.326 1.392
62 N -3.428 -0.498 2.738
63 C -4.452 0.098 3.402
64 C -5.326 0.907 2.688
65 C -5.077 1.188 1.340
66 C -4.015 0.566 0.689
67 H -2.830 -1.212 3.182
68 H -4.528 -0.151 4.461
69 H -6.218 1.253 3.177
70 H -5.715 1.847 0.780
71 H -3.837 0.659 -0.389

Atoms 1-3, force components in eV/Å:
Lu -2.7 -1.2 -0.6
P 0.8 -0.2 1.3
P -0.4 1.4 0.9

Results of the Löwdin charge analysis, in e, for atoms 1 through 5:
1. Lu 0.742
2. P 0.677
3. P 0.751
4. P 0.634
5. H 0.057



2.
Below is a cluster of 3 separate species, C22H42N2O2 in total, with properties calculated with ωB97M-V with the def2-TZVPD basis set.

Results
* E: -30569.651 eV
* SMILES: Cc1ccccc1CCOC=O.CCN(CC)CC.CCN(CC)CC
* total charge: 0
* HOMO: -7.874 eV
* maximum force: 0.309 eV/Å
* LUMO energy: 0.7462 eV
* gap between HOMO and LUMO: 8.6 eV

Element x y z (Å)
1 C -1.064 1.521 5.649
2 C -1.181 1.120 4.201
3 C -2.432 0.717 3.726
4 C -2.634 0.383 2.396
5 C -1.568 0.463 1.506
6 C -0.321 0.849 1.971
7 C -0.104 1.170 3.311
8 C 1.290 1.572 3.722
9 C 1.903 0.811 4.902
10 O 2.954 -0.042 4.389
11 C 2.649 -1.358 4.398
12 O 2.785 -2.076 3.456
13 H -1.058 0.642 6.297
14 H -0.166 2.101 5.858
15 H -1.923 2.121 5.947
16 H -3.258 0.680 4.427
17 H -3.616 0.076 2.065
18 H -1.714 0.215 0.462
19 H 0.512 0.901 1.281
20 H 1.948 1.360 2.880
21 H 1.347 2.649 3.890
22 H 1.171 0.195 5.424
23 H 2.356 1.492 5.619
24 H 2.294 -1.730 5.372
25 C -5.573 -1.381 -2.173
26 C -5.114 -0.229 -3.053
27 N -3.701 0.066 -2.905
28 C -3.308 1.339 -3.482
29 C -3.436 1.520 -4.999
30 C -2.801 -1.049 -3.146
31 C -2.876 -1.757 -4.505
32 H -5.285 -1.209 -1.135
33 H -6.659 -1.471 -2.217
34 H -5.154 -2.336 -2.492
35 H -5.662 0.672 -2.764
36 H -5.401 -0.443 -4.095
37 H -2.274 1.537 -3.184
38 H -3.910 2.111 -2.993
39 H -2.680 0.958 -5.546
40 H -3.303 2.574 -5.253
41 H -4.419 1.218 -5.363
42 H -2.975 -1.796 -2.367
43 H -1.780 -0.697 -2.978
44 H -3.905 -1.986 -4.786
45 H -2.334 -2.703 -4.455
46 H -2.430 -1.169 -5.306
47 C 5.041 -0.476 1.545
48 C 3.989 0.095 0.608
49 N 4.404 0.133 -0.784
50 C 3.537 0.940 -1.621
51 C 2.079 0.494 -1.799
52 C 4.832 -1.140 -1.337
53 C 3.850 -2.317 -1.275
54 H 5.996 0.040 1.431
55 H 4.700 -0.350 2.570
56 H 5.200 -1.542 1.384
57 H 3.776 1.126 0.907
58 H 3.054 -0.469 0.758
59 H 4.006 1.028 -2.605
60 H 3.536 1.951 -1.201
61 H 1.993 -0.387 -2.434
62 H 1.508 1.295 -2.275
63 H 1.603 0.273 -0.843
64 H 5.750 -1.437 -0.824
65 H 5.127 -0.965 -2.375
66 H 3.408 -2.423 -0.283
67 H 4.380 -3.246 -1.497
68 H 3.042 -2.224 -2.000

Atoms 1-3, force components in eV/Å:
C 0.0 -0.1 0.1
C -0.1 0.1 -0.1
C 0.2 0.0 0.0

Results of the Löwdin charge analysis, in e, for atoms 1 through 5:
1. C -0.046
2. C -0.226
3. C -0.051
4. C -0.082
5. C -0.075



3.
Below is a cluster of 10 separate species, C22H42N2O32S6 in total, with properties calculated with ωB97M-V with the def2-TZVPD basis set.

Results
* E: -156993.430 eV
* 2S+1: 2
* total charge: -1
* HOMO (alpha / beta): -1.344 / -5.642 eV
* maximum force: 7.473 eV/Å
* LUMO energy (alpha / beta): 1.6431 / 1.6260 eV
* gap between HOMO and LUMO (alpha / beta): 3.0 / 7.3 eV

Element x y z (Å)
1 C 18.211 6.392 17.067
2 N 18.786 5.031 17.105
3 O 19.629 4.762 17.900
4 O 18.300 4.258 16.309
5 H 18.954 6.983 16.532
6 H 18.242 6.670 18.120
7 H 17.210 6.396 16.636
8 C 21.013 4.408 20.709
9 N 21.982 5.518 20.562
10 O 22.496 5.889 21.608
11 O 22.148 6.091 19.471
12 H 21.089 3.856 21.646
13 H 21.075 3.723 19.863
14 H 20.013 4.841 20.735
15 O 18.577 9.636 15.354
16 C 17.427 10.022 15.167
17 O 16.943 11.149 15.690
18 C 15.594 11.453 15.251
19 C 15.208 10.184 14.442
20 C 16.432 9.328 14.259
21 H 15.581 12.325 14.596
22 H 14.890 11.448 16.083
23 H 14.780 10.449 13.476
24 H 14.417 9.615 14.932
25 H 16.707 9.256 13.207
26 H 16.284 8.269 14.472
27 O 21.550 7.027 15.214
28 C 21.241 7.735 14.209
29 O 20.451 7.300 13.210
30 C 20.194 8.342 12.257
31 C 20.736 9.608 12.859
32 C 21.789 9.087 13.879
33 H 19.137 8.516 12.054
34 H 20.735 8.201 11.322
35 H 19.882 10.144 13.274
36 H 21.144 10.319 12.140
37 H 21.970 9.727 14.743
38 H 22.701 8.801 13.355
39 C 17.393 4.730 11.930
40 C 16.858 5.857 12.830
41 O 16.951 7.065 12.130
42 S 17.252 6.899 10.519
43 O 18.310 7.750 9.966
44 O 16.026 6.909 9.755
45 O 17.834 5.343 10.736
46 H 16.678 3.915 11.820
47 H 18.372 4.433 12.305
48 H 17.414 6.042 13.750
49 H 15.892 5.543 13.226
50 C 21.496 9.372 18.959
51 C 20.539 9.123 17.807
52 O 19.334 9.802 18.102
53 S 19.037 9.510 19.723
54 O 18.570 8.168 19.958
55 O 18.243 10.567 20.334
56 O 20.625 9.681 20.078
57 H 22.220 10.175 18.818
58 H 22.058 8.501 19.297
59 H 20.413 8.044 17.711
60 H 20.897 9.569 16.879
61 C 22.303 4.028 14.375
62 C 21.087 3.388 15.031
63 O 20.848 2.253 14.203
64 S 22.252 1.650 13.522
65 O 22.192 1.650 12.057
66 O 22.639 0.388 14.227
67 O 23.142 2.941 14.074
68 H 22.757 4.809 14.985
69 H 22.088 4.562 13.450
70 H 20.151 3.939 14.942
71 H 21.239 3.112 16.075
72 C 18.474 -0.196 15.619
73 C 17.375 0.487 16.431
74 O 16.191 -0.327 16.134
75 S 16.533 -1.865 15.675
76 O 16.045 -2.110 14.306
77 O 16.201 -2.805 16.770
78 O 18.172 -1.591 15.763
79 H 19.454 -0.177 16.095
80 H 18.726 0.108 14.603
81 H 17.161 1.529 16.189
82 H 17.601 0.518 17.496
83 C 15.340 3.323 20.036
84 C 16.590 3.782 19.258
85 O 16.788 5.124 19.575
86 S 16.382 5.425 21.075
87 O 15.809 6.789 21.232
88 O 17.449 5.014 22.001
89 O 15.223 4.193 21.106
90 H 15.670 2.391 20.495
91 H 14.421 3.020 19.534
92 H 16.408 3.716 18.185
93 H 17.486 3.189 19.442
94 C 12.882 5.679 18.879
95 C 11.878 6.089 17.833
96 O 12.533 7.055 17.062
97 S 14.089 6.633 16.879
98 O 14.991 7.768 16.910
99 O 14.194 5.629 15.806
100 O 14.130 5.827 18.297
101 H 12.788 4.661 19.255
102 H 12.851 6.247 19.808
103 H 10.954 6.526 18.211
104 H 11.580 5.253 17.200

Atoms 1-3, force components in eV/Å:
C 1.4 -0.8 1.1
N -3.8 5.9 -1.3
O 5.2 -1.8 5.0

Results of the Löwdin charge analysis, in e, for atoms 1 through 5:
1. C 0.002
2. N -0.642
3. O -0.097
4. O -0.158
5. H 0.065



4.
Below is a structure of composition C22H42N5O3Pb, with properties calculated with ωB97M-V with the def2-TZVPD basis set.

Results
* E: -42333.114 eV
* total charge: -1
* HOMO: -3.080 eV
* maximum force: 4.126 eV/Å
* LUMO energy: 2.6630 eV
* gap between HOMO and LUMO: 5.7 eV

Element x y z (Å)
1 Pb -10.290 16.393 3.426
2 O -9.275 16.040 1.221
3 H -9.829 15.742 0.492
4 C -7.511 18.362 4.529
5 O -7.939 17.338 3.718
6 H -7.087 17.958 5.480
7 H -6.610 18.891 4.150
8 H -8.275 19.109 4.808
9 C -8.563 12.938 4.089
10 O -8.816 14.249 3.793
11 H -7.548 12.644 3.754
12 H -8.645 12.719 5.174
13 H -9.191 12.186 3.555
14 C -12.877 11.733 2.183
15 C -12.110 11.213 3.410
16 C -12.375 12.052 4.673
17 C -12.277 13.492 4.432
18 N -12.140 14.610 4.237
19 H -12.542 12.740 1.930
20 H -13.941 11.801 2.417
21 H -12.735 11.092 1.314
22 H -11.031 11.223 3.252
23 H -12.396 10.170 3.553
24 H -11.652 11.798 5.448
25 H -13.370 11.848 5.076
26 C -9.404 13.788 8.852
27 C -8.449 13.793 7.640
28 C -8.147 15.175 7.077
29 C -9.313 15.929 6.598
30 N -10.188 16.500 6.123
31 H -10.217 14.488 8.644
32 H -8.954 14.104 9.796
33 H -9.807 12.789 9.020
34 H -8.914 13.131 6.913
35 H -7.499 13.376 7.979
36 H -7.493 15.112 6.202
37 H -7.629 15.817 7.793
38 C -13.614 20.706 2.249
39 C -14.400 20.685 3.565
40 C -14.558 19.277 4.131
41 C -13.284 18.561 4.312
42 N -12.292 18.013 4.470
43 H -12.620 20.266 2.360
44 H -13.364 21.702 1.878
45 H -14.190 20.147 1.506
46 H -15.372 21.172 3.495
47 H -13.779 21.323 4.202
48 H -15.180 18.649 3.492
49 H -14.998 19.342 5.128
50 C -6.535 19.515 -1.112
51 C -7.578 19.838 -0.047
52 C -8.151 18.593 0.628
53 C -9.366 18.848 1.388
54 N -10.328 19.008 1.995
55 H -6.239 20.430 -1.626
56 H -6.892 18.838 -1.894
57 H -5.683 19.004 -0.661
58 H -8.318 20.520 -0.473
59 H -7.059 20.434 0.710
60 H -7.417 18.107 1.271
61 H -8.437 17.854 -0.125
62 C -12.810 15.742 -2.226
63 C -11.808 16.833 -1.829
64 C -12.270 17.732 -0.674
65 C -12.466 17.013 0.585
66 N -12.550 16.452 1.580
67 H -12.490 15.066 -3.020
68 H -13.769 16.130 -2.574
69 H -12.920 15.141 -1.320
70 H -11.615 17.508 -2.668
71 H -10.851 16.354 -1.619
72 H -13.192 18.248 -0.944
73 H -11.493 18.482 -0.523

Atoms 1-3, force components in eV/Å:
Pb 3.7 -0.9 -1.5
O -0.5 0.4 0.2
H -0.2 -0.2 0.1

Results of the Löwdin charge analysis, in e, for atoms 1 through 5:
1. Pb 1.290
2. O -0.512
3. H -0.117
4. C -0.396
5. O -0.487



5.
Below is a structure of composition C22H42N6OPPtSi3, with properties calculated with ωB97M-V with the def2-TZVPD basis set.

Results
* E: -70650.714 eV
* total charge: +1
* HOMO: -10.795 eV
* maximum force: 1.288 eV/Å
* LUMO energy: -2.3374 eV
* gap between HOMO and LUMO: 8.5 eV

Element x y z (Å)
1 Pt -0.094 0.592 -1.106
2 C -0.708 5.901 0.303
3 N -0.640 4.747 -0.590
4 C -0.785 4.781 -1.951
5 C -0.643 3.497 -2.394
6 N -0.425 2.689 -1.317
7 C -0.421 3.458 -0.233
8 P -0.110 2.870 1.463
9 C -1.533 1.747 1.629
10 N -2.051 0.995 0.673
11 C -3.169 0.435 1.217
12 C -3.323 0.843 2.514
13 N -2.281 1.684 2.771
14 C -2.016 2.311 4.059
15 C 1.323 1.811 1.048
16 N 1.505 1.099 -0.072
17 C 2.790 0.643 -0.074
18 C 3.404 1.088 1.054
19 N 2.480 1.827 1.744
20 C 2.730 2.452 3.037
21 H -0.957 6.776 -0.289
22 H 0.252 6.062 0.789
23 H -1.479 5.754 1.055
24 H -0.968 5.700 -2.481
25 H -0.677 3.115 -3.400
26 H -3.815 -0.224 0.657
27 H -4.073 0.621 3.257
28 H -2.956 2.631 4.502
29 H -1.381 3.180 3.918
30 H -1.522 1.609 4.731
31 H 3.190 0.073 -0.893
32 H 4.413 0.956 1.409
33 H 3.772 2.757 3.081
34 H 2.526 1.746 3.840
35 H 2.098 3.327 3.152
36 C 0.161 -0.831 3.148
37 O 0.260 -0.761 1.742
38 Si -0.086 -2.093 0.765
39 C -1.802 -2.712 1.194
40 C 0.982 -3.500 1.404
41 C 0.173 -1.512 -0.994
42 Si -1.213 -1.760 -2.266
43 C -0.692 -2.049 -4.049
44 C -2.109 -0.059 -2.356
45 C -2.504 -3.071 -1.941
46 Si 1.790 -2.200 -1.737
47 C 3.233 -2.438 -0.517
48 C 1.530 -3.954 -2.388
49 C 2.463 -1.149 -3.157
50 H 0.791 -1.623 3.569
51 H -0.872 -1.002 3.473
52 H 0.495 0.122 3.570
53 H -1.840 -2.915 2.270
54 H -1.965 -3.672 0.695
55 H -2.633 -2.057 0.950
56 H 0.499 -3.905 2.299
57 H 1.996 -3.204 1.676
58 H 1.055 -4.323 0.687
59 H 0.101 -1.390 -4.410
60 H -1.582 -1.863 -4.661
61 H -0.393 -3.082 -4.239
62 H -1.544 0.899 -2.351
63 H -2.912 0.059 -1.634
64 H -2.533 -0.058 -3.364
65 H -2.034 -4.043 -1.765
66 H -3.124 -3.164 -2.839
67 H -3.161 -2.858 -1.098
68 H 3.216 -3.461 -0.132
69 H 3.279 -1.764 0.342
70 H 4.167 -2.333 -1.080
71 H 0.803 -4.521 -1.795
72 H 2.485 -4.484 -2.312
73 H 1.217 -4.000 -3.431
74 H 3.429 -0.700 -2.911
75 H 1.785 -0.339 -3.432
76 H 2.633 -1.782 -4.033

Atoms 1-3, force components in eV/Å:
Pt 0.0 -0.2 -1.3
C 0.0 -0.1 0.0
N 0.0 0.0 0.0

Results of the Löwdin charge analysis, in e, for atoms 1 through 5:
1. Pt 0.987
2. C -0.010
3. N -0.113
4. C -0.030
5. C -0.090



6.
Below is a cluster of 3 separate species, C22H43ClN2O12P2S in total, with properties calculated with ωB97M-V with the def2-TZVPD basis set.

Results
* E: -92998.402 eV
* SMILES: NCCO[C@@H](CCCCS(=O)(=O)Cl)CCC(=O)Nc1ccccc1.COP(=O)(OC)OC.COP(=O)(OC)OC
* total charge: 0
* HOMO: -8.792 eV
* maximum force: 5.117 eV/Å
* LUMO energy: -0.6742 eV
* gap between HOMO and LUMO: 8.1 eV

Element x y z (Å)
1 N -5.222 2.580 4.333
2 C -3.903 3.267 4.386
3 C -2.951 2.859 3.194
4 O -1.946 1.900 3.531
5 C -2.413 0.544 3.273
6 C -2.288 0.267 1.725
7 C -1.076 1.017 1.045
8 C -0.988 0.536 -0.464
9 C 0.343 -0.223 -0.846
10 S 0.947 -1.391 0.421
11 O 1.729 -2.404 -0.292
12 O -0.118 -2.087 1.132
13 Cl 2.273 -0.455 1.710
14 C -1.397 -0.400 3.997
15 C -1.869 -1.903 4.161
16 C -3.395 -2.150 3.935
17 O -4.153 -1.740 4.786
18 N -3.912 -2.894 2.766
19 C -5.026 -2.200 2.136
20 C -6.358 -2.058 2.724
21 C -7.405 -1.319 2.040
22 C -7.152 -0.706 0.748
23 C -5.855 -0.857 0.108
24 C -4.831 -1.599 0.818
25 H -5.142 1.641 4.724
26 H -5.589 2.565 3.384
27 H -4.142 4.362 4.233
28 H -3.425 3.203 5.394
29 H -3.592 2.559 2.324
30 H -2.412 3.798 2.875
31 H -3.457 0.505 3.666
32 H -2.301 -0.823 1.473
33 H -3.214 0.712 1.254
34 H -0.116 0.921 1.610
35 H -1.299 2.119 1.010
36 H -1.102 1.425 -1.146
37 H -1.871 -0.124 -0.684
38 H 0.130 -0.827 -1.770
39 H 1.100 0.549 -1.134
40 H -0.478 -0.429 3.343
41 H -1.040 0.021 4.974
42 H -1.298 -2.618 3.507
43 H -1.615 -2.211 5.213
44 H -4.290 -3.776 3.138
45 H -6.521 -2.542 3.710
46 H -8.417 -1.216 2.501
47 H -7.956 -0.130 0.233
48 H -5.589 -0.413 -0.877
49 H -3.819 -1.728 0.365
50 C 0.372 0.995 -8.418
51 O 1.210 0.502 -7.371
52 P 0.492 0.033 -6.026
53 O -0.740 -0.735 -6.220
54 O 0.307 1.362 -5.169
55 C 1.154 2.488 -5.387
56 O 1.653 -0.749 -5.267
57 C 1.708 -2.164 -5.467
58 H 0.955 1.682 -9.032
59 H 0.036 0.162 -9.034
60 H -0.492 1.529 -8.018
61 H 0.750 3.081 -6.211
62 H 2.178 2.192 -5.613
63 H 1.150 3.106 -4.490
64 H 2.747 -2.487 -5.419
65 H 1.299 -2.453 -6.436
66 H 1.144 -2.661 -4.677
67 C 6.100 0.101 1.871
68 O 7.020 -0.555 0.999
69 P 7.962 0.373 0.106
70 O 8.518 1.538 0.801
71 O 7.094 0.731 -1.178
72 C 6.023 -0.118 -1.586
73 O 9.043 -0.659 -0.444
74 C 10.250 -0.780 0.309
75 H 5.252 -0.562 2.041
76 H 6.589 0.307 2.823
77 H 5.735 1.033 1.435
78 H 5.124 0.150 -1.025
79 H 6.253 -1.171 -1.431
80 H 5.828 0.053 -2.643
81 H 10.616 -1.803 0.228
82 H 10.096 -0.548 1.364
83 H 10.999 -0.101 -0.101

Atoms 1-3, force components in eV/Å:
N 0.8 0.1 0.9
C -0.7 0.7 -1.2
C 0.3 1.4 0.5

Results of the Löwdin charge analysis, in e, for atoms 1 through 5:
1. N -0.022
2. C -0.232
3. C -0.219
4. O -0.153
5. C -0.297